[1]
# C43H50N10V

A structure of composition C43H50N10V in a non-equilibrium geometry (ωB97M-V/def2-TZVPD, OMol25).

Positions of all 104 atoms, in Å:
1 V 0.72762 -0.60863 0.31341
2 C 3.98043 -0.58046 -4.15452
3 C 4.33278 -1.05595 -2.74698
4 C 3.29997 -0.73184 -1.66982
5 C 2.54949 -1.94450 -1.14574
6 C 1.62174 -2.59808 -2.16732
7 C 0.48367 -3.41092 -1.56895
8 C 2.27830 0.64429 -0.28501
9 C 2.18528 1.99383 0.32390
10 C 1.26404 2.10418 1.28855
11 C 0.85527 3.08934 2.29187
12 C 1.31263 4.51161 2.44271
13 C 2.37467 4.99043 1.46237
14 C -0.08535 2.48448 3.06187
15 C -0.30578 1.14967 2.50609
16 C -1.36982 0.22959 2.82796
17 C -1.86142 -0.56146 1.84129
18 N -1.29408 -0.65486 0.57897
19 C -2.27827 -1.12297 -0.25242
20 C -2.26445 -0.94563 -1.59720
21 C -1.27099 -0.13174 -2.23814
22 N -0.06725 0.11538 -1.76136
23 C 0.53689 0.99544 -2.72217
24 C 1.84384 1.29709 -2.73720
25 C 2.57411 0.54230 -1.72004
26 N 3.70550 0.42170 -0.80027
27 C -0.44142 1.30963 -3.76856
28 C -1.53412 0.56928 -3.50723
29 C -2.82975 0.51816 -4.25373
30 C -3.88666 1.42941 -3.62447
31 C -0.16921 2.19341 -4.94167
32 C 0.48519 1.42821 -6.09622
33 C -3.40892 -1.63090 0.56508
34 C -3.15832 -1.27896 1.83725
35 C -4.03026 -1.42993 3.04263
36 C -4.96299 -0.23132 3.24054
37 C -4.61208 -2.30687 -0.00521
38 C -4.28635 -3.66744 -0.62500
39 N 0.50060 0.93119 1.50205
40 C -0.86597 3.06962 4.19610
41 C -2.25382 3.54747 3.75882
42 H 4.69473 -0.97045 -4.87873
43 H 4.01041 0.50672 -4.22447
44 H 2.98507 -0.91168 -4.45584
45 H 5.27902 -0.61076 -2.43361
46 H 4.48533 -2.13698 -2.76417
47 H 2.22112 -3.23323 -2.82795
48 H 1.20967 -1.79950 -2.78602
49 H 0.84784 -4.23669 -0.95355
50 H -0.14413 -3.82770 -2.35570
51 H -0.17152 -2.78463 -0.95075
52 H 2.89627 2.77421 0.08560
53 H 1.67806 4.64700 3.46458
54 H 0.43142 5.15446 2.36033
55 H 3.31575 4.45535 1.59388
56 H 2.57772 6.04855 1.62041
57 H 2.05131 4.86689 0.42858
58 H -1.89857 0.32026 3.76626
59 H -3.12525 -1.24967 -2.17488
60 H 2.27416 1.89445 -3.52851
61 H -3.20233 -0.50836 -4.28531
62 H -2.65808 0.80640 -5.29199
63 H -4.05980 1.16271 -2.58091
64 H -4.83534 1.35737 -4.15510
65 H -3.55976 2.46915 -3.64939
66 H 0.47311 3.02179 -4.63541
67 H -1.10576 2.63975 -5.28009
68 H 1.43265 0.98558 -5.78518
69 H 0.68079 2.08833 -6.94015
70 H -0.16123 0.61970 -6.43894
71 H -3.40267 -1.55705 3.92859
72 H -4.62412 -2.34069 2.94720
73 H -4.39794 0.69210 3.37206
74 H -5.59336 -0.37028 4.11766
75 H -5.60996 -0.10052 2.37290
76 H -5.06559 -1.65378 -0.75649
77 H -5.35989 -2.43096 0.77898
78 H -3.51678 -3.58173 -1.39285
79 H -5.17047 -4.11015 -1.08133
80 H -3.92308 -4.35967 0.13615
81 H -0.30993 3.90741 4.61919
82 H -0.96105 2.33148 4.99674
83 H -2.17043 4.36250 3.03947
84 H -2.83226 3.90545 4.60965
85 H -2.81542 2.74433 3.27963
86 N 0.01757 -3.67203 3.14525
87 C -0.12838 -3.08592 1.96648
88 N 0.77767 -2.12952 1.82961
89 C 1.46673 -2.18343 3.01685
90 N 1.02612 -3.10140 3.83979
91 C 2.61485 -1.31569 3.32746
92 C 3.28263 -1.38353 4.54398
93 N 4.35143 -0.63383 4.78003
94 C 4.74347 0.17139 3.79643
95 C 4.07452 0.23701 2.58112
96 N 3.00307 -0.50895 2.35006
97 H -0.51656 -4.42902 3.54361
98 H -0.89140 -3.35196 1.25353
99 H 2.94718 -2.05016 5.32707
100 H 5.62297 0.77620 3.97633
101 H 4.41030 0.88203 1.77937
102 N 3.42580 -3.28801 0.81702
103 C 3.02846 -2.66219 -0.14345
104 H 4.19911 -3.93165 0.66671

As for the charge: +1. The HOMO energy (alpha / beta) is -9.66 / -9.83 eV. The value obtained for the HOMO-LUMO gap (alpha / beta) is 6.2 / 6.4 eV. The multiplicity is 3.


[2]
# C43H50N8O8SbSi3TeTl

A structure of composition C43H50N8O8SbSi3TeTl (ωB97M-V/def2-TZVPD, OMol25).

Positions of all 115 atoms, in Å:
1 Tl -0.50454 -0.85763 -0.22212
2 C -0.71019 -0.66473 5.17470
3 C -0.66573 0.71000 5.03132
4 C 0.17896 1.25748 4.08066
5 C 0.96148 0.40701 3.30471
6 N 0.93247 -0.92075 3.44935
7 C 0.10851 -1.42973 4.35538
8 C 1.88815 0.94924 2.26221
9 C 2.35436 2.26190 2.32114
10 C 3.22465 2.70104 1.34622
11 C 3.60365 1.83106 0.34020
12 C 3.06562 0.55044 0.33825
13 N 2.22515 0.12354 1.27558
14 C 3.38491 -0.42343 -0.74971
15 C 3.69862 0.01258 -2.03641
16 C 3.95736 -0.92394 -3.02117
17 C 3.89589 -2.26880 -2.69890
18 C 3.58266 -2.60704 -1.39054
19 N 3.33893 -1.71842 -0.43597
20 H -1.39386 -1.14077 5.86336
21 H -1.31737 1.34975 5.61431
22 H 0.16612 2.32010 3.88227
23 H 0.08928 -2.51301 4.42622
24 H 2.03350 2.92546 3.10996
25 H 3.60075 3.71661 1.36470
26 H 4.30039 2.14273 -0.42559
27 H 3.69163 1.06848 -2.26962
28 H 4.18438 -0.60813 -4.03240
29 H 4.07394 -3.03806 -3.43854
30 H 3.51828 -3.64906 -1.09382
31 O -0.64151 3.19090 1.62544
32 C -1.22729 2.13951 1.31912
33 O -1.06971 1.50468 0.23191
34 C -2.28412 1.62153 2.28366
35 C -2.85331 2.55353 3.11890
36 C -3.78520 2.20557 4.09660
37 C -4.16727 0.87418 4.25020
38 C -3.62206 -0.04702 3.41074
39 C -2.62714 0.21939 2.40125
40 O -2.09746 -0.73664 1.77612
41 N -4.04402 -1.44461 3.59218
42 O -4.78782 -1.92225 2.77126
43 O -3.62642 -2.04251 4.57408
44 N -4.33897 3.20179 4.96619
45 O -3.99320 4.36825 4.82463
46 O -5.13498 2.84744 5.83251
47 H -2.53011 3.58067 3.02625
48 H -4.87809 0.58818 5.01274
49 C -1.79864 -4.11194 2.13259
50 Te -2.80786 -3.55169 0.32795
51 C -2.81432 -5.65438 -0.11070
52 C -2.23859 -6.36120 1.09239
53 C -2.18362 -7.75445 1.14531
54 C -1.65449 -8.41018 2.24474
55 C -1.16850 -7.67063 3.31697
56 C -1.21918 -6.28706 3.27326
57 C -1.74958 -5.61816 2.16944
58 H -2.34087 -3.71289 2.98873
59 H -0.79482 -3.68535 2.14076
60 H -2.21965 -5.85784 -1.00073
61 H -3.83669 -5.97334 -0.30850
62 H -2.56716 -8.32673 0.30752
63 H -1.62322 -9.49310 2.26857
64 H -0.75490 -8.17153 4.18406
65 H -0.84597 -5.70493 4.10853
66 N -3.86741 0.96861 -0.81065
67 C -3.82865 -0.28398 -1.36321
68 O -2.72272 -0.83729 -1.52678
69 C -5.06220 -0.90976 -1.74392
70 C -6.29203 -0.22936 -1.62824
71 N -7.28465 0.36299 -1.54829
72 C -5.04860 -2.26084 -2.15916
73 N -5.02032 -3.37028 -2.49366
74 H -4.73368 1.28944 -0.41060
75 H -3.00705 1.23519 -0.33901
76 C 3.56202 2.63222 -5.06784
77 Si 2.80196 3.92674 -3.91883
78 C 2.34960 5.37505 -5.03948
79 C 4.17301 4.56337 -2.78969
80 Sb 1.03342 2.79000 -2.47178
81 Si -0.32381 4.83386 -1.71219
82 C 0.60307 5.49337 -0.22642
83 C -0.44401 6.19741 -3.00983
84 C -2.05037 4.32600 -1.22224
85 Si -0.28815 1.82394 -4.44009
86 C 0.53594 0.17730 -4.81471
87 C -2.06191 1.53750 -3.96220
88 C -0.24204 2.87158 -6.00835
89 H 4.54437 2.96417 -5.41871
90 H 2.92775 2.47728 -5.94435
91 H 3.68168 1.66748 -4.57350
92 H 3.18465 5.54883 -5.72773
93 H 2.18971 6.29367 -4.47383
94 H 1.45461 5.18029 -5.63361
95 H 4.97840 5.02136 -3.37260
96 H 4.60309 3.75930 -2.18876
97 H 3.78092 5.31559 -2.09990
98 H 1.64819 5.70650 -0.46881
99 H 0.55848 4.73978 0.56634
100 H 0.14080 6.41512 0.14134
101 H 0.52222 6.67519 -3.17738
102 H -1.13806 6.96385 -2.64832
103 H -0.81586 5.82863 -3.96831
104 H -1.99552 3.74844 -0.29865
105 H -2.55151 3.71741 -1.97591
106 H -2.65882 5.21754 -1.04005
107 H 0.46086 -0.48569 -3.94905
108 H 1.59530 0.30193 -5.05400
109 H 0.04719 -0.31430 -5.66163
110 H -2.13237 0.88513 -3.08930
111 H -2.59047 1.04180 -4.78292
112 H -2.59356 2.46324 -3.73649
113 H 0.77201 2.98716 -6.39919
114 H -0.65900 3.86686 -5.83729
115 H -0.84719 2.38046 -6.77745

As for the charge: -2. The HOMO energy is -2.81 eV. The value obtained for the HOMO-LUMO gap is 6.4 eV.


[3]
# C43H51Br2ClF3N6O10P2

A cluster of 6 separate species, C43H51Br2ClF3N6O10P2 in total in a non-equilibrium geometry (ωB97M-V/def2-TZVPD, OMol25).

Positions of all 118 atoms, in Å:
1 C 7.98667 -3.89681 0.34335
2 C 6.76593 -3.00419 0.02225
3 C 7.16317 -1.73375 -0.72070
4 P 5.69028 -0.80796 -1.54685
5 Cl 7.02435 0.92287 -2.01726
6 C 4.16999 0.10102 -2.36822
7 C 3.20912 -0.86043 -3.02496
8 C 1.74198 -0.38175 -3.03333
9 F 1.51853 0.78259 -2.37412
10 Br 1.18199 -0.07376 -4.90967
11 C 0.83301 -1.45357 -2.38409
12 F 1.09561 -2.67911 -2.92636
13 F 1.04466 -1.48286 -1.04547
14 Br -1.10643 -1.12830 -2.64206
15 C 5.16584 -0.09791 0.21928
16 C 5.51379 1.31226 0.57728
17 C 6.75664 1.53335 1.40679
18 N 4.82768 2.34416 0.26852
19 P 6.17345 -1.65065 -3.66090
20 C 7.91685 -1.29682 -4.14074
21 C 6.10156 -3.52304 -3.50230
22 C 7.43520 -4.26127 -3.40424
23 H 8.87979 -3.53040 -0.15295
24 H 7.80533 -4.92864 0.05051
25 H 8.19121 -3.90889 1.41130
26 H 5.99610 -3.55961 -0.50353
27 H 6.33689 -2.71536 0.98144
28 H 7.91433 -1.99964 -1.46281
29 H 7.64421 -1.02460 -0.04693
30 H 4.82263 -1.94581 -1.27535
31 H 4.54843 0.83468 -3.07045
32 H 3.65858 0.60674 -1.55701
33 H 3.22135 -1.83711 -2.53817
34 H 3.49053 -1.05905 -4.05031
35 H 5.67105 -0.72908 0.94548
36 H 4.10241 -0.27524 0.37555
37 H 7.50425 2.06216 0.82612
38 H 6.48699 2.16358 2.25001
39 H 7.13955 0.59565 1.79470
40 H 4.02278 2.03998 -0.28143
41 H 8.00891 -0.28907 -4.52271
42 H 8.17050 -1.97573 -4.95597
43 H 8.65900 -1.44500 -3.35672
44 H 5.62477 -3.84960 -4.42633
45 H 5.42118 -3.79484 -2.69991
46 H 7.97468 -4.02660 -2.49253
47 H 8.03478 -4.08691 -4.29006
48 H 7.24028 -5.33607 -3.38110
49 C -2.38478 2.06732 0.06684
50 C -3.23952 3.04946 0.55067
51 C -4.56578 2.74903 0.81065
52 C -5.01239 1.46008 0.58160
53 C -4.17795 0.46963 0.09517
54 C -2.85376 0.78052 -0.16355
55 N -6.41143 1.12977 0.87254
56 O -7.13718 2.01594 1.28221
57 O -6.77907 -0.01189 0.69390
58 H -1.34800 2.30407 -0.13308
59 H -2.87184 4.05050 0.72729
60 H -5.23610 3.50711 1.18601
61 H -4.54991 -0.52863 -0.08000
62 H -2.18279 0.02170 -0.54596
63 C -10.33223 3.50631 1.91120
64 C -9.18629 4.28668 1.97802
65 C -9.29252 5.66460 2.08284
66 C -10.55094 6.23603 2.12248
67 C -11.70299 5.47569 2.05201
68 C -11.58747 4.09950 1.94448
69 N -10.66876 7.69698 2.25283
70 O -9.64392 8.34382 2.29229
71 O -11.78438 8.16953 2.31462
72 H -10.24271 2.43087 1.83254
73 H -8.21615 3.82195 1.95098
74 H -8.40791 6.28104 2.13441
75 H -12.67431 5.94545 2.08101
76 H -12.47841 3.48942 1.88924
77 C 1.53932 -4.16914 0.82654
78 C 1.71179 -4.96346 1.95251
79 C 1.97287 -6.31637 1.81554
80 C 2.06050 -6.85110 0.54384
81 C 1.88853 -6.07823 -0.58933
82 C 1.62387 -4.72600 -0.44249
83 N 2.35428 -8.28481 0.39381
84 O 2.47847 -8.94420 1.40530
85 O 2.45223 -8.72665 -0.73090
86 H 1.34239 -3.11153 0.93735
87 H 1.64650 -4.52727 2.93960
88 H 2.10823 -6.94120 2.68511
89 H 1.96017 -6.51915 -1.57206
90 H 1.48959 -4.10775 -1.31523
91 C -8.65794 -2.73966 1.48329
92 C -9.50133 -1.74539 1.96012
93 C -10.83223 -2.02935 2.21820
94 C -11.29571 -3.31270 1.99490
95 C -10.47359 -4.31502 1.51595
96 C -9.14434 -4.02077 1.25891
97 N -12.70434 -3.62294 2.28475
98 O -13.40966 -2.72060 2.68440
99 O -13.07889 -4.76289 2.10827
100 H -7.61912 -2.51188 1.28717
101 H -9.11709 -0.74939 2.13046
102 H -11.49572 -1.26292 2.58905
103 H -10.85977 -5.30853 1.34616
104 H -8.48686 -4.79314 0.88493
105 C 3.72978 7.71647 -0.96503
106 C 3.87896 8.39736 0.23752
107 C 4.32240 7.72527 1.36472
108 C 4.61017 6.37776 1.26000
109 C 4.46581 5.67693 0.07799
110 C 4.01955 6.36043 -1.04310
111 N 5.10176 5.63939 2.43291
112 O 5.22023 6.24066 3.48682
113 O 5.35092 4.47476 2.24765
114 H 3.38813 8.24661 -1.84480
115 H 3.65230 9.45328 0.29608
116 H 4.44257 8.24288 2.30470
117 H 4.70193 4.61611 0.03727
118 H 3.90247 5.83196 -1.97914

As for the charge: -1. The HOMO energy is -4.08 eV. The value obtained for the HOMO-LUMO gap is 4.3 eV.


[4]
# C43H51ClNO22Si

A cluster of 5 separate species, C43H51ClNO22Si in total in a non-equilibrium geometry (ωB97M-V/def2-TZVPD, OMol25).

Positions of all 119 atoms, in Å:
1 C 1.52963 2.49266 1.21745
2 C 2.49159 2.58514 -0.09019
3 O 3.67423 2.16695 0.05194
4 O 2.00007 3.11752 -1.34580
5 C 2.30237 2.19890 -2.43298
6 C 1.84937 2.71576 -3.88102
7 C 0.33953 3.25705 -3.95660
8 C -0.75247 2.07234 -4.21667
9 N -1.41115 1.78573 -2.86743
10 C -2.60855 2.66523 -2.60644
11 C -2.93426 2.56732 -1.00655
12 C -2.45407 3.95899 -0.36612
13 C -2.09414 3.91143 1.19895
14 O -3.05530 4.55513 2.07531
15 Si -4.57176 3.71466 2.16502
16 C -5.82814 4.16414 0.78443
17 C -4.44756 1.80470 2.21580
18 C -5.36643 4.24861 3.85768
19 O -2.39032 1.38212 -0.37486
20 C -2.46749 0.20959 -1.22104
21 C -1.79355 -1.05091 -0.43128
22 C -0.60846 -0.61003 0.54832
23 O -0.84179 -0.10335 1.67955
24 Cl 1.12885 -0.91747 -0.03247
25 C -1.64960 0.32785 -2.61201
26 C -2.32310 -0.48895 -3.81624
27 C -3.88642 -0.18269 -4.05149
28 O -4.72219 -1.12855 -3.86692
29 H 1.80966 3.33417 1.95573
30 H 1.63879 1.49663 1.76273
31 H 0.42842 2.64870 0.94749
32 H 3.45779 2.09710 -2.47137
33 H 1.89790 1.15138 -2.20200
34 H 1.98861 1.85971 -4.63229
35 H 2.57972 3.54915 -4.21230
36 H 0.10047 3.89573 -3.03762
37 H 0.28874 3.96543 -4.86772
38 H -0.12026 1.15916 -4.54540
39 H -1.49907 2.38326 -5.02157
40 H -0.69284 2.08846 -2.16606
41 H -2.28132 3.74599 -2.87119
42 H -3.50974 2.43959 -3.26859
43 H -4.08861 2.52898 -0.92553
44 H -1.48216 4.26869 -0.92211
45 H -3.22628 4.77961 -0.56819
46 H -1.10426 4.50592 1.32215
47 H -1.88456 2.86994 1.62151
48 H -6.42737 5.11951 0.97022
49 H -5.36183 4.20848 -0.27231
50 H -6.60397 3.30262 0.73628
51 H -3.38893 1.37503 2.16482
52 H -4.92546 1.41343 3.17998
53 H -5.01983 1.36335 1.30582
54 H -6.45810 3.91730 3.90326
55 H -4.71138 3.80182 4.69259
56 H -5.21676 5.38759 3.91231
57 H -3.57241 -0.06913 -1.34374
58 H -1.49354 -1.84870 -1.20663
59 H -2.61029 -1.52071 0.23048
60 H -0.60755 -0.14154 -2.41892
61 H -2.27252 -1.60818 -3.51480
62 H -1.78346 -0.41360 -4.82078
63 H -4.32679 0.80639 -4.42236
64 C -4.31231 -6.54851 -2.52749
65 C -4.46440 -5.24749 -2.27024
66 C -3.70302 -4.57807 -1.17671
67 O -3.85312 -3.38085 -0.98122
68 C -2.79664 -5.39791 -0.36751
69 C -2.64684 -6.70030 -0.62243
70 C -3.38737 -7.36417 -1.73318
71 O -3.21250 -8.55007 -1.94894
72 O -1.81098 -7.47332 0.12244
73 O -5.32233 -4.47825 -2.99947
74 H -4.85675 -7.04604 -3.31913
75 H -2.26379 -4.90358 0.43396
76 H -1.87782 -8.37153 -0.25937
77 H -5.25172 -3.57855 -2.62305
78 C 1.39311 -1.96386 -6.18899
79 C 1.82281 -2.99936 -6.91587
80 C 2.12444 -4.31775 -6.28690
81 O 2.49584 -5.24486 -6.98155
82 C 1.96174 -4.43920 -4.83356
83 C 1.53602 -3.40327 -4.10842
84 C 1.20829 -2.09351 -4.74201
85 O 0.80131 -1.16825 -4.04760
86 O 1.38295 -3.50175 -2.75615
87 O 2.00099 -2.89197 -8.25888
88 H 1.16864 -1.00303 -6.63330
89 H 2.20063 -5.39506 -4.38669
90 H 1.06609 -2.62360 -2.46685
91 H 2.31348 -3.77187 -8.55157
92 C 4.65170 1.73685 3.03907
93 C 3.85241 2.02484 4.06607
94 C 4.40210 2.47899 5.37361
95 O 3.63890 2.75190 6.28597
96 C 5.85910 2.57515 5.51181
97 C 6.65989 2.28343 4.48470
98 C 6.10807 1.85576 3.16841
99 O 6.86752 1.61469 2.24596
100 O 8.01518 2.36574 4.59922
101 O 2.49089 1.91520 3.96004
102 H 4.26521 1.40832 2.08419
103 H 6.24582 2.88902 6.47218
104 H 8.36596 2.10711 3.72398
105 H 2.14211 2.18097 4.83516
106 C 3.43947 -2.33270 7.44959
107 C 3.45722 -1.49342 6.41220
108 C 4.59541 -1.47222 5.44967
109 O 4.56898 -0.70344 4.50113
110 C 5.71666 -2.38581 5.68976
111 C 5.70087 -3.22330 6.72945
112 C 4.55036 -3.26360 7.67645
113 O 4.56109 -4.05355 8.60429
114 O 6.73660 -4.07526 6.96587
115 O 2.43259 -0.62106 6.18986
116 H 2.61874 -2.35974 8.15407
117 H 6.54416 -2.34785 4.99388
118 H 6.48581 -4.57264 7.76968
119 H 2.68069 -0.12864 5.38226

As for the charge: +1. The HOMO energy is -10.98 eV. The value obtained for the HOMO-LUMO gap is 6.8 eV.